{
  "formula": "C35H30Cl4FeN9O3Si",
  "method": "ωB97M-V/def2-TZVPD",
  "multiplicity": 2,
  "homo_lumo_gap_ha": [0.256, 0.173],
  "e_tot_ha": -5464.32695,
  "homo_ev": [-6.9, -6.9],
  "relative_energy_kj_mol": 0.0,
  "lumo_ev": [0.02, -2.21],
  "total_charge": 0,
  "species": ["H", "C", "C", "C", "H", "H", "Cl", "C", "C", "N", "N", "H", "C", "H", "H", "N", "H", "C", "H", "O", "C", "H", "N", "C", "C", "C", "N", "C", "C", "C", "C", "C", "H", "C", "H", "H", "C", "C", "C", "C", "H", "H", "H", "O", "Fe", "C", "C", "C", "N", "C", "Cl", "N", "Si", "H", "Cl", "C", "H", "H", "N", "C", "C", "C", "C", "C", "C", "H", "H", "H", "C", "H", "H", "H", "H", "O", "H", "H", "H", "H", "N", "C", "C", "H", "Cl"],
  "positions_angstrom": [[3.22459, -2.70377, -4.85360], [3.88740, 2.17228, -1.43593], [0.10949, -2.72405, 0.71617], [2.81880, 0.09274, 4.06646], [1.75212, 2.29990, -1.32377], [0.67711, -5.73557, -0.51105], [3.81487, -0.35040, 1.57161], [1.07245, -4.73534, -0.35282], [5.10284, 2.77017, -1.11427], [-0.01988, -3.90342, 0.12315], [-0.62531, 3.73462, -0.87164], [2.19614, -4.95980, -4.87437], [-4.40580, -0.39240, 3.08144], [-3.22833, 3.08792, 1.52698], [-6.41215, 0.29944, 0.70381], [-3.00586, 0.11011, 0.48874], [1.05049, -2.35090, 1.07351], [1.65863, -4.90049, -2.79952], [1.81848, -4.78324, 0.44165], [3.04594, -0.08659, -1.92282], [-2.09135, -0.36979, -1.66088], [-4.79927, -1.35070, 2.73096], [4.44435, -0.69402, -3.50667], [-5.79382, 1.17796, 0.88795], [3.92398, 4.53423, 0.00869], [-1.28132, 2.62141, -0.64615], [4.75444, 0.60032, -3.12300], [3.92200, 0.91648, -2.19381], [0.18691, 2.66587, 0.86749], [0.44984, 0.35815, 4.56096], [-3.34670, -1.44468, -3.40779], [-3.20375, -0.32721, -0.78614], [-5.71040, 1.73623, -0.04687], [-4.40330, -0.86986, -1.30252], [-2.93115, -2.78102, -0.07620], [1.54370, 5.15710, 1.02759], [-3.41436, 2.36573, 2.32647], [1.75286, 0.31310, 4.98981], [0.15330, 0.18311, 3.18202], [2.78692, -2.36896, -2.78393], [-3.40983, -1.87316, -4.39835], [-5.13462, 0.03147, 3.77724], [6.02390, 2.29702, -1.42558], [0.92166, -0.14740, 1.01191], [-1.06889, -0.04425, 0.79938], [2.70623, 3.96121, -0.33710], [3.44528, -1.06065, -2.78340], [1.42548, 4.66831, 0.06028], [-1.29957, -4.08438, -0.27438], [-2.15179, -0.93562, -2.92514], [-0.86758, 0.61925, 5.62456], [-1.04652, -2.08260, 0.70271], [-4.11428, 0.76339, 1.63286], [-3.47999, -0.58558, 3.62695], [4.43404, 0.03453, 4.64461], [2.69087, 2.77023, -1.05558], [-1.25881, -0.96246, -3.53867], [-2.47304, 2.18379, 2.84906], [-0.79529, 1.91164, 0.41289], [2.78207, -3.11947, -3.95878], [1.23653, -0.02314, 2.23981], [2.23744, -2.89325, -1.62235], [2.56699, -0.07066, 2.72570], [1.67226, -4.16678, -1.62291], [2.21381, -4.37947, -3.96176], [2.26817, -2.29584, -0.71885], [6.05919, 4.40494, -0.11756], [-5.28044, -0.90913, -0.67304], [-1.88899, -2.97761, 0.10551], [-2.11421, 2.29413, -1.24521], [1.20699, -5.88499, -2.81100], [-1.12041, 0.02984, -1.34003], [-6.33033, 1.80542, 1.60558], [-1.02486, 0.20874, 2.70180], [0.85566, 2.43453, 1.67927], [3.94092, 5.45057, 0.58747], [-5.40657, -1.80714, -2.92609], [1.14109, 5.42768, -0.66727], [0.30435, 3.74924, 0.10721], [-4.46496, -1.39770, -2.57875], [5.11663, 3.94820, -0.38748], [-4.10830, 2.82144, 3.03700], [2.11480, 0.52104, 6.65578]],
  "forces_ev_per_angstrom": [[0.0, 0.0, 0.0], [0.1, 0.0, 0.0], [0.0, 0.0, -0.2], [0.1, 0.0, 0.0], [0.0, 0.0, 0.0], [0.0, 0.0, 0.0], [0.0, 0.0, 0.0], [0.0, 0.0, 0.0], [0.0, 0.0, 0.0], [0.0, 0.0, 0.2], [-0.1, -0.1, -0.1], [0.0, 0.0, 0.0], [0.0, -0.1, -0.1], [0.0, 0.0, 0.0], [0.0, 0.0, 0.0], [0.1, -0.1, -0.1], [0.0, 0.0, 0.1], [0.0, 0.0, 0.0], [0.0, 0.0, 0.0], [0.0, 0.0, 0.0], [0.0, -0.1, 0.1], [0.0, 0.0, 0.0], [0.0, 0.0, 0.0], [0.1, 0.0, 0.1], [0.0, 0.0, -0.1], [0.0, 0.1, 0.1], [0.0, 0.0, 0.0], [0.0, 0.0, 0.0], [0.1, -0.2, -0.1], [0.1, 0.0, 0.0], [0.0, 0.0, 0.0], [0.0, -0.1, 0.0], [0.0, 0.0, 0.0], [0.0, 0.1, -0.1], [0.0, 0.0, 0.0], [0.0, 0.0, 0.0], [0.0, 0.0, 0.0], [-0.1, 0.0, 0.1], [0.0, 0.0, -0.2], [0.0, 0.0, 0.0], [0.0, 0.0, 0.0], [0.0, 0.0, 0.0], [0.0, 0.0, 0.0], [0.1, 0.0, 0.1], [-0.3, 0.3, -0.3], [0.0, 0.0, 0.0], [0.0, 0.1, 0.0], [0.0, 0.0, 0.0], [0.0, 0.0, -0.1], [0.0, 0.0, 0.0], [0.0, 0.0, 0.0], [0.0, -0.1, 0.2], [-0.1, 0.0, 0.1], [0.0, 0.0, 0.0], [0.0, 0.0, 0.0], [0.0, 0.0, 0.1], [0.0, 0.0, 0.0], [0.0, 0.0, 0.0], [-0.1, 0.1, 0.0], [0.0, 0.0, 0.0], [-0.1, 0.0, 0.1], [0.0, 0.0, 0.0], [0.0, 0.0, 0.0], [0.0, 0.0, 0.0], [0.0, 0.0, 0.0], [0.0, 0.0, 0.0], [0.0, 0.0, 0.0], [0.0, 0.0, 0.0], [0.0, 0.0, -0.1], [0.0, 0.0, 0.0], [0.0, 0.0, 0.0], [0.0, 0.1, 0.0], [0.0, 0.0, 0.0], [0.2, -0.1, 0.2], [0.0, 0.0, 0.0], [0.0, 0.0, 0.0], [0.0, 0.0, 0.0], [0.1, 0.0, 0.0], [0.0, 0.1, 0.1], [0.0, 0.0, 0.0], [0.0, 0.0, 0.0], [0.0, 0.0, 0.0], [0.0, 0.0, 0.0]]
}



{
  "formula": "C35H30F3N4OPSTi",
  "method": "ωB97M-V/def2-TZVPD",
  "multiplicity": 3,
  "homo_lumo_gap_ha": [0.143, 0.228],
  "e_tot_ha": -3534.75724,
  "homo_ev": [0.5, -1.8],
  "relative_energy_kj_mol": 0.0,
  "lumo_ev": [4.39, 4.39],
  "total_charge": -2,
  "species": ["C", "C", "C", "H", "N", "N", "H", "N", "C", "H", "S", "C", "H", "C", "H", "H", "H", "N", "O", "H", "H", "H", "H", "H", "C", "C", "C", "C", "C", "H", "F", "C", "H", "C", "C", "H", "H", "H", "F", "H", "C", "H", "H", "C", "C", "C", "H", "P", "C", "F", "C", "C", "C", "H", "C", "C", "C", "H", "C", "C", "H", "C", "H", "C", "C", "H", "Ti", "C", "H", "H", "H", "C", "C", "H", "C", "C"],
  "positions_angstrom": [[0.90879, 1.20987, -1.58239], [-2.78136, 0.67570, -1.01613], [-0.40871, -2.16489, -2.37196], [-4.32947, 2.16834, -0.91181], [3.00458, 0.61711, 2.34698], [0.47080, 0.57618, 1.91197], [4.91987, 1.18974, 1.79588], [0.92744, 3.00105, 1.11977], [-1.03973, 2.76074, -1.51234], [1.20563, 6.34682, 1.25717], [5.59952, 4.19595, -0.53885], [-3.10571, -2.76559, -0.52478], [-2.74182, 4.03498, -1.34900], [0.80457, 0.00784, 3.11486], [2.32650, 4.31196, 0.37430], [-2.59383, -2.71597, 3.32634], [-1.32926, -0.46083, -5.21274], [3.60891, 2.26973, -0.12894], [-0.00707, -0.34591, 3.99196], [0.87298, -5.29024, -2.82474], [-4.85377, -3.92300, -0.10593], [-4.41873, -3.04555, -2.19248], [-3.46119, -0.13776, -0.78217], [4.68505, -1.16789, 5.38835], [2.84628, -0.71416, 4.38185], [4.34861, 0.66239, 2.55141], [1.39993, 4.23966, 0.93180], [-0.70209, 1.42420, 1.95714], [-2.38202, 3.01223, -1.31909], [-0.35602, 3.58567, -1.68374], [4.17237, -1.19293, 0.17585], [-0.50448, 1.45377, -1.46477], [-0.39082, 0.33213, -3.93246], [0.45103, -4.32682, -3.08085], [-0.39582, 5.21045, 2.16187], [-1.41689, 1.22355, 1.14832], [1.47666, 2.04536, -1.99989], [0.51984, -4.65658, -5.20505], [2.76428, -1.41459, -1.45155], [-2.73984, -3.50283, -2.52206], [-1.83547, -2.11408, 1.42029], [-1.24510, 1.30212, 2.90213], [-1.79918, 3.75592, 2.91849], [0.13848, -3.41910, -2.08541], [-0.58560, -1.79754, -3.71467], [2.82111, -1.05921, -0.10043], [-4.54505, -3.91899, 2.33741], [-0.65260, -1.18937, -0.82499], [0.26127, -3.96993, -4.40703], [2.27281, -2.17584, 0.52447], [4.97566, 0.07735, 3.61153], [-3.82810, -3.41010, 1.70304], [-1.99846, -2.11001, 0.03329], [2.19048, -1.24330, 5.06060], [-0.22233, 2.84808, 1.79734], [4.20697, -0.66099, 4.55928], [-0.89578, 3.92993, 2.34893], [6.05097, 0.15612, 3.69948], [-2.74472, -2.74583, 2.25587], [-0.23954, -2.71384, -4.70643], [-0.90090, 6.06886, 2.59070], [-3.99762, -3.41397, 0.32485], [0.34842, -3.66421, -1.05046], [-3.37594, -2.78236, -2.00501], [0.77300, 5.37010, 1.42762], [-2.02345, -0.18526, -3.60274], [1.94791, 0.99252, 0.54692], [4.44996, 3.05960, -0.30802], [-3.17976, -1.80694, -2.44880], [1.20597, 0.26113, -2.02332], [-0.98235, -1.60492, 1.85250], [-1.11764, -0.45626, -4.14197], [2.25386, -0.05728, 3.30582], [-0.37203, -2.42760, -5.74425], [-1.43291, 0.40435, -1.20653], [-3.27737, 1.97098, -1.07258]],
  "forces_ev_per_angstrom": [[0.0, 0.2, 0.1], [-0.1, 0.0, 0.0], [0.0, 0.0, 0.0], [0.0, 0.0, 0.0], [0.0, -0.2, -0.2], [-0.1, 0.1, 0.3], [-0.1, 0.0, 0.0], [-0.1, 0.4, 0.0], [0.0, 0.1, 0.0], [0.0, 0.0, 0.0], [0.2, 0.2, -0.1], [0.0, 0.0, 0.0], [0.0, 0.0, 0.0], [0.2, 0.0, 0.0], [0.0, 0.0, 0.0], [0.0, 0.0, 0.0], [0.0, 0.0, 0.0], [0.0, -0.1, 0.1], [-0.1, 0.0, 0.0], [0.0, 0.0, 0.0], [0.0, 0.0, 0.0], [0.0, 0.0, 0.0], [0.0, 0.0, 0.0], [0.0, 0.0, 0.0], [-0.1, 0.1, 0.0], [0.0, 0.0, 0.0], [0.0, -0.2, 0.0], [0.1, -0.1, 0.0], [0.0, 0.0, 0.0], [0.0, 0.0, 0.0], [0.0, 0.0, 0.0], [0.1, 0.0, 0.1], [0.0, 0.0, 0.0], [0.0, 0.0, 0.0], [0.0, -0.2, 0.0], [0.1, 0.0, 0.0], [-0.1, -0.1, 0.0], [0.0, 0.0, 0.0], [0.0, 0.0, 0.1], [0.0, 0.0, 0.0], [0.0, 0.0, 0.0], [0.1, 0.0, -0.1], [0.0, 0.0, 0.0], [0.0, 0.0, 0.0], [0.0, 0.0, 0.0], [0.0, 0.1, -0.1], [0.0, 0.0, 0.0], [0.0, 0.0, 0.0], [0.0, 0.0, 0.0], [0.1, 0.1, 0.0], [-0.1, 0.0, 0.0], [0.0, 0.0, 0.0], [0.1, 0.0, 0.0], [0.0, 0.0, 0.0], [0.1, -0.2, 0.0], [0.1, 0.0, 0.1], [0.0, 0.3, -0.1], [0.0, 0.0, 0.0], [-0.1, 0.0, 0.0], [0.0, -0.1, 0.0], [0.0, 0.0, 0.0], [0.0, 0.0, 0.1], [0.0, 0.0, 0.0], [0.0, 0.0, 0.0], [-0.1, 0.0, 0.1], [0.0, 0.0, 0.0], [0.2, -0.2, 0.0], [-0.2, -0.2, 0.0], [0.0, 0.0, 0.0], [0.0, 0.0, -0.1], [0.1, 0.0, 0.0], [0.0, 0.0, 0.0], [-0.1, -0.1, -0.2], [0.0, 0.0, 0.0], [0.1, -0.1, 0.0], [0.0, 0.0, 0.0]]
}



{
  "formula": "C35H30IrN2O5PS",
  "method": "ωB97M-V/def2-TZVPD",
  "homo_lumo_gap_ha": 0.250,
  "e_tot_ha": -2681.38184,
  "homo_ev": -7.5,
  "relative_energy_kj_mol": 89.9,
  "lumo_ev": -0.74,
  "total_charge": 0,
  "species": ["C", "C", "C", "C", "C", "H", "H", "H", "P", "H", "C", "C", "H", "C", "C", "C", "H", "H", "H", "H", "C", "H", "C", "C", "C", "H", "O", "C", "C", "C", "O", "H", "C", "C", "O", "C", "C", "H", "H", "C", "C", "H", "C", "H", "H", "C", "H", "H", "Ir", "C", "C", "N", "H", "C", "N", "C", "C", "H", "H", "H", "H", "C", "S", "H", "O", "C", "H", "O", "H", "H", "C", "C", "H", "H", "C"],
  "positions_angstrom": [[-3.88245, 0.22850, 4.17464], [0.73294, 0.24708, -5.60909], [-0.35879, -2.58243, 2.31025], [-1.20465, -3.40728, 3.03853], [-2.27466, 2.01136, 4.31789], [-1.20146, -2.92700, -6.59147], [-3.48705, 1.35163, 5.95973], [-4.08740, -2.96360, -3.42170], [0.51773, -1.32053, -0.03783], [1.61124, 1.48872, 3.88242], [-3.19519, -2.56568, -3.88973], [3.52982, 4.34446, 0.13342], [1.52186, 0.31783, -6.35406], [3.02076, -0.54359, 0.92679], [-2.48160, -3.86189, 1.05709], [-0.88762, -1.48612, -5.08012], [0.84368, -3.22784, -1.43937], [-3.24432, -3.89230, -5.56842], [2.10972, -3.09823, -0.20173], [-1.77788, 2.78294, 4.89177], [1.69247, 2.80777, -0.19475], [0.09015, 0.25074, 2.42375], [-1.63966, -3.04011, 0.32828], [1.15033, 0.21807, 2.22647], [-1.94529, 1.82128, 2.98464], [4.05091, 1.46556, 3.44803], [-1.05987, 1.11434, 0.43935], [-3.56378, 0.04200, 2.83962], [1.51849, -2.53942, -0.92783], [2.01286, 0.92134, 3.05209], [-0.74573, 0.07646, -3.27373], [-4.05577, -0.71883, 2.24904], [-2.72563, -3.08110, -5.07619], [4.19664, 5.51515, 0.77588], [5.29340, 5.89859, 0.47650], [3.88119, 0.16874, 1.74899], [-3.23861, 1.21121, 4.91563], [-1.79967, -2.92501, -0.73537], [-3.30329, -4.36340, 0.56261], [-2.49989, -1.52203, -3.26579], [3.73768, 2.51036, -1.41943], [-2.94098, -4.66310, 2.99370], [-0.58218, -2.37709, 0.94914], [2.66160, 5.74103, 1.90026], [1.13889, 0.40453, -4.61545], [2.43757, 2.08429, -1.12602], [0.47240, -2.10391, 2.80682], [2.15828, -2.05524, -1.65976], [-0.39989, 0.24298, -1.32820], [3.37899, 0.90479, 2.81115], [2.23523, 3.92163, 0.42214], [-2.97107, -0.11482, 0.07548], [0.68950, 2.48637, 0.05390], [-1.33992, -0.96178, -3.85056], [-2.35738, -0.32520, -1.14809], [-2.27344, -4.03448, 2.41860], [-2.18940, 0.59488, 0.83389], [-3.96096, -1.43511, -1.64998], [3.42935, -1.09461, 0.09186], [-1.19060, 2.43161, 2.50611], [4.32782, 1.95451, -2.13770], [4.26883, 3.62502, -0.80464], [1.83010, 0.64092, -1.91996], [-0.03213, 0.99763, -5.81626], [3.51703, 6.15934, 1.75548], [-2.58920, 0.83625, 2.24110], [4.94494, 0.15274, 1.55157], [0.19709, -1.06959, -5.77456], [-1.02344, -3.55676, 4.09482], [5.27103, 3.96126, -1.03387], [-1.58213, -2.54129, -5.65443], [-2.99247, -1.06996, -1.98397], [1.60261, 4.45187, 1.12731], [-4.63290, -0.39658, 4.64107], [1.64519, -0.51990, 1.15224]],
  "forces_ev_per_angstrom": [[0.0, 0.0, 0.0], [0.0, 0.0, -0.1], [-0.1, 0.0, 0.0], [0.0, 0.0, 0.0], [0.0, 0.0, 0.0], [0.0, 0.0, 0.0], [0.0, 0.0, 0.0], [0.0, 0.0, 0.0], [0.7, 0.6, 0.1], [0.0, 0.0, 0.0], [0.0, 0.0, 0.0], [0.0, 0.0, 0.0], [0.0, 0.0, 0.0], [0.0, 0.0, 0.0], [0.0, 0.0, 0.0], [-0.2, 0.1, -0.1], [0.0, 0.0, 0.0], [0.0, 0.0, 0.0], [0.0, 0.0, 0.0], [0.0, 0.0, 0.0], [0.0, 0.0, 0.0], [0.0, 0.0, 0.0], [0.1, 0.0, -0.1], [0.0, 0.0, 0.0], [0.0, 0.0, 0.0], [0.0, 0.0, 0.0], [0.6, -0.2, 0.3], [0.0, 0.0, 0.0], [-0.2, -0.1, -0.1], [0.0, 0.0, 0.0], [1.2, -0.5, -0.4], [0.0, 0.0, 0.0], [0.0, 0.0, 0.0], [0.0, 0.0, 0.0], [0.0, 0.0, 0.0], [0.0, 0.0, 0.0], [0.0, 0.0, 0.0], [0.0, 0.0, 0.0], [0.0, 0.0, 0.0], [0.1, 0.0, 0.1], [0.0, 0.0, 0.0], [0.0, 0.0, 0.0], [-0.1, 0.2, 0.1], [0.0, 0.0, 0.0], [0.0, 0.0, 0.0], [0.0, -0.1, 0.2], [0.0, 0.0, 0.0], [0.0, 0.0, 0.0], [-1.9, -0.6, -0.1], [0.0, 0.0, 0.0], [0.0, 0.0, 0.0], [0.1, 0.1, 0.0], [0.0, 0.1, 0.0], [-0.5, 0.2, 0.3], [0.1, -0.3, 0.1], [0.0, 0.0, 0.0], [-0.1, 0.2, -0.2], [0.0, 0.1, 0.0], [0.0, 0.0, 0.0], [0.0, 0.0, 0.0], [0.0, 0.0, 0.0], [0.0, 0.0, 0.0], [0.1, 0.6, -0.2], [0.0, 0.0, 0.0], [0.0, 0.0, 0.0], [0.0, 0.0, 0.0], [0.0, 0.0, 0.0], [0.1, -0.1, 0.1], [0.0, 0.0, 0.0], [0.0, 0.0, 0.0], [0.0, 0.0, 0.0], [-0.1, 0.1, -0.1], [0.0, 0.0, 0.0], [0.0, 0.0, 0.0], [0.0, -0.2, 0.0]]
}